(1)
DFT (wB97M-V/def2-TZVPD) results for C26H22BrCl5GeN3O2Sc as an isolated structure in a non-equilibrium geometry.

Output
Gap between HOMO and LUMO in eV: 6.38
Energy above the lowest of the compared OMol25 structures with the same formula, charge and spin in kJ/mol: 0.0

Geometry as ORCA input:
```
! wB97M-V def2-TZVPD RIJCOSX def2/J DEFGRID3
* xyz 0 1
Sc 0.494 0.589 -0.164
C -0.004 0.987 4.324
C 0.381 -0.244 4.820
C 0.650 -1.275 3.935
C 0.534 -1.045 2.572
N 0.221 0.168 2.097
C -0.058 1.154 2.952
C 0.688 -2.130 1.566
C 0.826 -3.458 1.952
C 0.918 -4.445 0.989
C 0.881 -4.082 -0.345
C 0.746 -2.741 -0.649
N 0.640 -1.781 0.271
H -0.242 1.815 4.975
H 0.466 -0.408 5.885
H 0.943 -2.241 4.315
H -0.313 2.108 2.509
H 0.845 -3.730 2.995
H 1.018 -5.482 1.280
H 0.955 -4.811 -1.138
H 0.739 -2.425 -1.681
Cl 2.090 4.547 0.847
C 0.440 4.089 0.496
C 0.161 2.794 0.164
C -1.173 2.468 -0.164
Cl -3.333 -0.822 -0.666
C -2.201 3.389 -0.050
Cl -3.825 2.915 -0.421
C -1.883 4.697 0.333
Cl -3.149 5.863 0.451
C -0.569 5.063 0.589
Cl -0.194 6.697 1.012
C 3.145 -0.324 -3.396
Ge 3.141 1.287 -2.254
C 4.871 2.193 -2.456
C 1.770 2.525 -2.948
C 2.713 0.818 -0.426
H 3.648 -0.123 -4.343
H 2.131 -0.655 -3.625
H 3.674 -1.141 -2.901
H 5.020 2.552 -3.476
H 5.691 1.518 -2.206
H 4.909 3.048 -1.780
H 1.878 2.658 -4.027
H 1.879 3.497 -2.465
H 0.747 2.188 -2.760
H 2.947 1.708 0.168
H 3.361 -0.007 -0.106
Br -5.015 -5.536 1.111
C -4.614 -3.830 0.333
C -5.332 -3.557 -0.770
N -5.398 -2.368 -1.474
C -4.869 -1.263 -1.466
C -2.868 -2.015 1.116
C -3.612 -3.109 1.112
C -1.337 -0.746 -2.817
O -1.357 1.210 -0.635
O -0.280 -0.458 -2.513
H -6.015 -4.307 -1.139
H -5.227 -0.345 -1.919
H -3.294 -3.638 2.015
*
```

***

(2)
DFT (wB97M-V/def2-TZVPD) results for C25H43BiF3O3P2S as an isolated structure in a non-equilibrium geometry.

Output
Gap between HOMO and LUMO (alpha / beta) in eV: 5.19 / 4.88

Geometry as ORCA input:
```
! wB97M-V def2-TZVPD RIJCOSX def2/J DEFGRID3
* xyz 1 1
Bi 1.177 2.438 -2.236
C 0.423 -1.495 0.122
C -0.643 -0.695 -0.398
C 1.116 -0.610 -1.899
C 1.532 -1.328 -0.695
C -0.243 -0.182 -1.641
C 0.241 -2.553 1.137
H -0.295 -2.260 2.048
H 1.190 -3.018 1.409
H -0.331 -3.369 0.668
C 2.860 -1.960 -0.543
H 3.011 -2.585 0.351
H 3.600 -1.147 -0.546
H 3.167 -2.639 -1.353
C 1.698 -1.196 -3.154
H 2.148 -2.193 -2.924
H 2.476 -0.617 -3.667
H 0.946 -1.401 -3.929
C -1.090 0.599 -2.569
H -2.141 0.290 -2.526
H -0.731 0.526 -3.600
H -1.167 1.681 -2.324
C -1.968 -0.546 0.238
H -2.830 -0.747 -0.429
H -2.160 0.467 0.633
H -2.013 -1.259 1.094
C -1.319 2.156 3.196
C -2.077 1.021 3.089
C -3.556 0.964 3.183
C -4.150 2.395 2.828
C -4.170 2.839 1.377
C -3.125 3.088 0.544
C -1.677 3.000 0.848
C -1.195 3.342 2.259
H -3.808 0.664 4.238
H -3.692 3.166 3.502
H -4.014 0.133 2.599
H -1.632 4.276 2.624
H -0.431 2.174 3.846
H -1.580 0.045 3.087
H -0.097 3.571 2.204
H -1.301 1.971 0.711
H -3.371 3.464 -0.472
H -1.187 3.666 0.116
H -5.204 2.327 3.136
H -5.185 3.148 1.049
P 0.331 5.597 -0.728
P 0.729 4.988 -3.706
C 0.816 7.120 -1.729
C 1.215 6.757 -3.162
H 1.664 7.619 -1.232
H -0.039 7.829 -1.720
H 0.803 7.500 -3.880
H 2.316 6.784 -3.259
C 0.929 5.450 -5.492
H 0.524 4.648 -6.118
H 1.987 5.620 -5.736
H 0.377 6.371 -5.740
C -1.098 5.237 -3.682
H -1.374 6.245 -4.022
H -1.522 5.059 -2.686
H -1.511 4.525 -4.407
C 1.766 5.587 0.413
H 1.772 4.654 0.985
H 1.675 6.446 1.096
H 2.701 5.654 -0.159
C -0.831 6.428 0.463
H -1.470 7.168 -0.048
H -0.264 6.965 1.235
H -1.441 5.662 0.962
F 2.968 -0.349 1.966
C 2.391 0.872 2.132
F 1.029 0.701 2.223
F 2.807 1.402 3.319
S 2.605 1.977 0.586
O 3.112 3.220 1.121
O 3.373 1.254 -0.440
O 1.161 2.119 0.114
*
```

***

(3)
DFT (wB97M-V/def2-TZVPD) results for an isolated ion of composition C4H7N2 and charge +1 in a non-equilibrium geometry.

Output
Gap between HOMO and LUMO (alpha / beta) in eV: 7.25 / 8.11
Expectation value of S²: 2.006
Energy above the lowest of the compared OMol25 structures with the same formula, charge and spin in kJ/mol: 273.0

Geometry as ORCA input:
```
! wB97M-V def2-TZVPD RIJCOSX def2/J DEFGRID3
* xyz 1 3
C -1.271 0.919 0.126
C 1.091 0.520 -0.565
C -0.146 -0.808 1.143
C -0.343 0.373 -0.958
N -1.076 0.308 1.197
N 0.374 -0.704 -0.289
H -2.074 1.628 -0.115
H 1.839 0.451 -1.311
H 1.349 0.965 0.345
H 0.898 -0.484 1.621
H -0.528 -1.693 1.486
H -0.661 0.139 -1.992
H 0.548 -1.614 -0.687
*
```

***

(4)
DFT (wB97M-V/def2-TZVPD) results for C43H60IrN5P2Si as an isolated structure in a non-equilibrium geometry.

Output
Gap between HOMO and LUMO (alpha / beta) in eV: 5.09 / 5.21
Expectation value of S²: 0.769

Geometry as ORCA input:
```
! wB97M-V def2-TZVPD RIJCOSX def2/J DEFGRID3
* xyz 3 2
Ir 0.055 0.139 -0.415
C 0.019 1.197 3.393
Si -0.435 -0.041 2.004
C -2.357 -0.024 1.786
C -3.103 -0.703 2.741
C -4.488 -0.640 2.730
C -5.139 0.068 1.734
C -4.405 0.725 0.757
C -3.013 0.707 0.784
P -1.988 1.577 -0.453
C -2.091 3.426 -0.111
C -1.627 3.804 1.292
C -1.452 5.326 1.406
C -2.480 6.094 0.580
C -3.750 5.284 0.416
C -3.503 3.981 -0.365
C -2.836 1.435 -2.096
C -2.899 -0.045 -2.470
C -3.467 -0.271 -3.884
C -3.628 1.041 -4.650
C -2.346 1.861 -4.568
C -2.048 2.275 -3.117
C 0.431 -1.703 2.407
C 0.854 -1.898 3.721
C 1.413 -3.099 4.123
C 1.531 -4.136 3.214
C 1.119 -3.956 1.903
C 0.610 -2.733 1.473
P 0.077 -2.484 -0.265
C -1.312 -3.778 -0.358
C -0.913 -5.177 -0.836
C -2.023 -6.161 -0.449
C -3.416 -5.577 -0.671
C -3.377 -4.445 -1.683
C -2.497 -3.280 -1.195
C 1.512 -2.888 -1.419
C 2.524 -3.949 -0.982
C 3.459 -4.308 -2.155
C 3.528 -3.222 -3.217
C 2.153 -2.987 -3.848
C 1.022 -3.215 -2.834
H -0.629 1.021 4.251
H -0.114 2.236 3.113
H 1.045 1.074 3.729
H -2.605 -1.276 3.508
H -5.055 -1.145 3.495
H -6.216 0.110 1.714
H -4.934 1.243 -0.029
H -1.385 3.869 -0.826
H -0.675 3.317 1.511
H -2.368 3.455 2.016
H -0.444 5.617 1.108
H -1.555 5.604 2.458
H -2.073 6.338 -0.407
H -2.699 7.054 1.051
H -4.511 5.869 -0.102
H -4.145 5.052 1.409
H -3.634 4.188 -1.427
H -4.264 3.263 -0.061
H -3.855 1.824 -2.011
H -3.520 -0.565 -1.737
H -1.883 -0.455 -2.374
H -4.433 -0.769 -3.823
H -2.813 -0.936 -4.451
H -4.461 1.614 -4.243
H -3.864 0.828 -5.692
H -2.431 2.752 -5.188
H -1.527 1.268 -4.977
H -2.307 3.326 -2.992
H -0.977 2.182 -2.910
H 0.737 -1.116 4.452
H 1.743 -3.226 5.143
H 1.944 -5.083 3.519
H 1.204 -4.783 1.220
H -1.630 -3.868 0.689
H 0.021 -5.522 -0.397
H -0.802 -5.175 -1.919
H -1.912 -6.477 0.590
H -1.896 -7.061 -1.058
H -3.835 -5.208 0.269
H -4.098 -6.358 -1.014
H -4.383 -4.079 -1.883
H -2.983 -4.832 -2.625
H -3.097 -2.598 -0.589
H -2.140 -2.730 -2.066
H 2.040 -1.924 -1.460
H 2.018 -4.863 -0.679
H 3.103 -3.585 -0.130
H 3.111 -5.227 -2.632
H 4.456 -4.507 -1.769
H 4.245 -3.505 -3.990
H 3.904 -2.297 -2.766
H 2.008 -3.671 -4.685
H 2.111 -1.973 -4.248
H 0.735 -4.265 -2.868
H 0.145 -2.618 -3.094
N 1.447 0.717 -4.510
C 0.549 0.120 -3.727
N 0.864 0.335 -2.456
C 2.020 1.094 -2.526
N 2.375 1.327 -3.779
C 2.716 1.496 -1.360
C 4.006 2.061 -1.413
N 4.627 2.368 -0.325
C 4.084 2.136 0.872
C 2.829 1.571 0.949
N 2.121 1.267 -0.141
H 1.505 0.752 -5.522
H -0.285 -0.448 -4.084
H 4.476 2.237 -2.371
H 4.652 2.412 1.747
H 2.384 1.373 1.911
*
```

***

(5)
DFT (wB97M-V/def2-TZVPD) results for one molecule with the formula CH2S3 in a non-equilibrium geometry.

Output
Gap between HOMO and LUMO (alpha / beta) in eV: 5.04 / 5.02
Energy above the lowest of the compared OMol25 structures with the same formula, charge and spin in kJ/mol: 264.3

Geometry as ORCA input:
```
! wB97M-V def2-TZVPD RIJCOSX def2/J DEFGRID3
* xyz 0 1
C 0.343 0.358 -0.311
S -1.020 -0.068 -1.426
S 0.292 -0.242 1.447
S -1.300 -1.271 1.475
H 1.154 -0.103 -0.828
H 0.532 1.327 -0.358
*
```

***

(6)
DFT (wB97M-V/def2-TZVPD) results for a 2-piece molecular cluster, C2H9N4OP overall in a non-equilibrium geometry.

Output
Gap between HOMO and LUMO (alpha / beta) in eV: 9.10 / 9.10
Energy above the lowest of the compared OMol25 structures with the same formula, charge and spin in kJ/mol: 236.8

Geometry as ORCA input:
```
! wB97M-V def2-TZVPD RIJCOSX def2/J DEFGRID3
* xyz 0 1
C -0.007 -0.725 2.367
C -1.301 0.021 2.219
N -0.257 -0.009 1.305
N 1.272 -0.309 -1.995
N 2.206 1.687 -0.730
N -0.107 0.354 0.083
O 2.221 -0.811 0.403
P 1.531 0.163 -0.492
H 0.810 -1.058 3.006
H -1.671 -0.113 -1.144
H -2.178 -0.622 2.113
H -1.465 0.886 2.739
H 1.670 -1.247 -1.996
H 0.252 -0.297 -2.128
H 2.241 2.021 -1.670
H 3.038 2.028 -0.185
H -2.391 0.120 -1.280
*
```

***

no.,E (eV)
1,-245751.0979
2,-76157.5812
3,-7227.9025
4,-82285.3364
5,-33572.0967
6,-19513.4762